# 1
{
  "formula": "C3H8IP",
  "method": "ωB97M-V/def2-TZVPD",
  "species": ["C", "C", "C", "P", "I", "H", "H", "H", "H", "H", "H", "H", "H"],
  "positions_angstrom": [[-0.0373, 0.0894, 1.6538], [0.8558, -0.4000, 0.6133], [0.2102, -1.2885, -0.3503], [-0.9475, 0.6865, -2.8036], [-2.5582, 2.3408, -2.1041], [0.1217, 1.1255, 2.0475], [-1.1795, 0.1667, 1.2353], [0.1036, -0.5083, 2.4739], [1.2940, 0.4458, 0.0500], [1.8797, -0.7265, 1.1669], [0.9457, -1.8532, -1.0140], [-0.7375, -1.6311, -0.1233], [0.0494, 1.5528, -2.8453]],
  "forces_ev_per_angstrom": [[-3.85, 3.31, -0.83], [3.43, 0.81, -0.36], [3.92, -1.04, -0.69], [-2.04, -1.49, 0.02], [0.07, -0.05, -0.04], [0.33, -0.68, -0.62], [2.58, -0.58, 1.30], [-0.68, -1.68, 2.19], [-0.19, 0.04, -0.16], [-2.09, -0.14, -1.38], [-1.58, 0.66, 0.64], [-1.80, -0.83, 0.02], [1.91, 1.67, -0.08]],
  "lowdin_spin": [0.00, 0.14, 0.71, 0.78, 0.15, 0.00, 0.00, 0.00, 0.04, 0.04, 0.03, 0.05, 0.06],
  "spin_multiplicity": 3,
  "homo_lumo_gap_ha": [0.283, 0.291],
  "e_homo_ev": [-7.66, -9.53],
  "e_lumo_ev": [0.04, -1.62]
}

***

# 2
{
  "formula": "C3H8KN6O2SbSe4",
  "method": "ωB97M-V/def2-TZVPD",
  "species": ["K", "N", "N", "C", "N", "N", "N", "O", "O", "H", "H", "H", "H", "H", "Se", "Sb", "Se", "Se", "Se", "C", "C", "N", "H", "H", "H"],
  "positions_angstrom": [[0.3102, 1.0336, -0.1214], [-2.2426, -0.2500, -1.7137], [-2.4026, -1.5107, -1.1242], [-1.8670, -1.7455, 0.0950], [-1.7472, -3.0185, 0.4764], [-1.5279, -0.6703, 0.7962], [-0.8371, -0.7864, 1.9385], [-0.8126, -1.8109, 2.6241], [-0.2159, 0.2339, 2.2473], [-3.1500, 0.1060, -1.9864], [-1.6868, -0.3798, -2.5605], [-2.3988, -2.2939, -1.7663], [-1.8127, -3.7542, -0.2060], [-1.3349, -3.1930, 1.3806], [2.5509, -1.2459, -0.7862], [1.5260, -1.2867, -2.9734], [3.4036, -2.0026, -4.5010], [0.9524, 1.1197, -3.6267], [-0.4719, -2.3261, -3.8805], [2.4897, 4.1085, 3.0428], [1.9129, 3.6721, 1.7775], [1.4603, 3.3478, 0.7747], [3.3689, 4.7231, 2.8630], [2.7786, 3.2409, 3.6331], [1.7545, 4.6886, 3.5972]],
  "forces_ev_per_angstrom": [[0.05, 0.44, -0.60], [0.14, 0.18, -0.13], [-0.11, -0.07, 0.10], [0.11, -0.24, 0.16], [0.02, 0.02, -0.06], [-0.21, 0.33, -0.36], [0.38, -0.39, 0.56], [-0.11, 0.33, -0.26], [-0.24, -0.39, 0.48], [-0.06, -0.03, 0.08], [-0.02, -0.04, 0.01], [0.01, -0.01, -0.03], [0.03, 0.00, 0.00], [-0.03, 0.00, 0.02], [-0.30, -0.15, -0.13], [0.31, 0.16, -0.39], [-0.16, 0.06, 0.15], [-0.01, -0.35, 0.11], [0.13, 0.07, 0.22], [-0.03, -0.05, 0.04], [0.05, 0.10, -0.04], [0.04, 0.04, 0.14], [0.00, 0.01, -0.05], [-0.02, -0.01, -0.01], [0.00, -0.01, 0.00]],
  "nbo_charge": [0.90, -0.66, -0.43, 0.63, -0.78, -0.49, 0.62, -0.44, -0.46, 0.36, 0.39, 0.40, 0.41, 0.44, -0.69, 0.89, -0.15, -0.27, -0.70, -0.73, 0.35, -0.40, 0.26, 0.27, 0.26],
  "spin_multiplicity": 1,
  "homo_lumo_gap_ha": [0.227, 0.216],
  "e_homo_ev": [-8.23, -8.16],
  "e_lumo_ev": [-2.07, -2.28]
}

***

# 3
{
  "formula": "C3H8N",
  "method": "ωB97M-V/def2-TZVPD",
  "species": ["C", "C", "C", "N", "H", "H", "H", "H", "H", "H", "H", "H"],
  "positions_angstrom": [[-0.9392, 0.7471, -0.0644], [0.1747, 0.0023, 0.5489], [1.5105, -0.0020, -0.0977], [-0.9586, -0.7597, -0.0797], [-1.7996, 1.3707, 0.4332], [-0.8460, 1.1781, -1.1372], [0.0523, 0.0293, 1.6807], [1.3172, -0.3317, -1.1786], [2.1266, -0.7990, 0.2649], [1.9725, 1.1111, 0.0727], [-1.7255, -1.1923, 0.4393], [-0.8849, -1.3539, -0.8821]],
  "forces_ev_per_angstrom": [[-1.61, 2.10, -2.72], [-1.25, 1.07, 2.39], [0.05, 1.44, -1.34], [-1.55, -0.11, 1.09], [1.81, -1.94, -0.36], [0.33, -0.91, 1.92], [0.57, -0.51, -1.54], [0.62, 1.26, 1.08], [0.62, -0.06, 0.65], [-0.91, -3.01, -0.79], [0.52, 0.32, 0.76], [0.80, 0.37, -1.14]],
  "nbo_charge": [-0.23, -0.03, -0.64, -0.55, 0.28, 0.25, 0.26, 0.23, 0.25, 0.28, 0.45, 0.45],
  "spin_multiplicity": 1,
  "charge": 1,
  "homo_lumo_gap_ha": 0.500,
  "smiles": "C[C@H]1C[NH2+]1",
  "e_homo_ev": -17.10,
  "e_lumo_ev": -3.49
}

***

# 4
{
  "formula": "C3H8N2",
  "method": "ωB97M-V/def2-TZVPD",
  "species": ["C", "C", "N", "C", "N", "H", "H", "H", "H", "H", "H", "H", "H"],
  "positions_angstrom": [[-1.7785, 0.6353, -0.0315], [-0.8558, -0.3884, -0.7008], [1.2644, -0.6339, 1.1814], [1.2611, 0.1976, 0.0719], [0.4500, 0.2306, -0.9424], [-2.1119, 1.4338, -0.7049], [-2.6644, 0.1040, 0.3081], [-1.3053, 1.1723, 0.7945], [-0.7247, -1.2831, -0.0507], [-1.3528, -0.6954, -1.6333], [0.4170, -0.8976, 1.6836], [1.9301, -0.4339, 1.9027], [2.2458, 0.5828, -0.1649]],
  "forces_ev_per_angstrom": [[-0.36, -0.13, 0.07], [0.80, 0.67, 0.27], [-0.63, -0.52, 0.81], [0.56, -0.14, -1.44], [-0.62, -0.37, 0.59], [0.17, -0.23, -0.23], [-0.34, 0.10, 0.29], [0.07, -0.35, 0.14], [-0.47, 0.20, -0.25], [0.39, -0.05, 0.07], [-0.35, 0.23, -0.59], [0.64, 0.41, -0.26], [0.14, 0.19, 0.54]],
  "lowdin_spin": [0.17, 0.04, 0.05, 0.28, 0.05, 0.03, 0.08, 0.03, 0.03, 0.02, 0.07, 0.06, 0.08],
  "spin_multiplicity": 2,
  "charge": -1,
  "homo_lumo_gap_ha": [0.084, 0.342],
  "e_homo_ev": [1.87, -4.75],
  "e_lumo_ev": [4.15, 4.55]
}

***

# 5
{
  "formula": "C3H8N2",
  "method": "ωB97M-V/def2-TZVPD",
  "species": ["C", "C", "N", "C", "N", "H", "H", "H", "H", "H", "H", "H", "H"],
  "positions_angstrom": [[1.6333, -0.1558, -0.0185], [-0.8943, 1.2668, -0.0262], [0.3605, -0.7777, 0.2582], [-0.8655, -0.3668, -0.0821], [-1.9623, -0.9712, -0.1186], [0.3819, -1.8894, 0.2756], [-1.9158, -1.9812, -0.0108], [1.8867, 0.4872, 0.8250], [1.7454, 0.4625, -0.9141], [2.4098, -0.9144, -0.1112], [-1.9467, 1.5273, -0.0404], [-0.3896, 1.6422, -0.9130], [-0.4434, 1.6705, 0.8762]],
  "forces_ev_per_angstrom": [[0.61, 0.53, 0.36], [-0.63, -2.24, -0.86], [0.96, -5.52, -0.38], [-0.14, 4.77, 1.39], [-1.01, -0.57, -0.38], [0.27, 3.16, -0.03], [0.29, -0.10, -0.09], [0.26, 0.06, 0.01], [-0.65, -0.17, -0.12], [-0.15, -0.08, 0.19], [-0.02, 0.16, -0.15], [0.00, 0.28, 0.02], [0.22, -0.27, 0.04]],
  "nbo_charge": [-0.41, -0.68, -0.62, 0.48, -0.73, 0.37, 0.33, 0.19, 0.20, 0.21, 0.24, 0.21, 0.21],
  "spin_multiplicity": 1,
  "homo_lumo_gap_ha": 0.362,
  "smiles": "[H]/N=C(/C)NC",
  "e_homo_ev": -8.97,
  "e_lumo_ev": 0.88
}

***

# 6
{
  "formula": "C3H8N2",
  "method": "ωB97M-V/def2-TZVPD",
  "species": ["C", "C", "H", "H", "H", "H", "N", "C", "N", "H", "H", "H", "H"],
  "positions_angstrom": [[-2.1888, 1.0307, 0.8044], [-1.2277, 0.2726, 1.2953], [-3.2105, 0.6560, 0.7588], [-2.1869, 2.1129, 0.7929], [-1.3298, -0.6533, 1.8450], [-0.3019, 0.7522, 1.6021], [0.5872, -1.0409, -0.5693], [1.8406, -0.6556, -0.9898], [2.0289, 0.4761, -1.5476], [-0.0180, -0.2442, -0.7261], [0.3168, -1.9692, -0.8543], [2.6556, -1.3696, -0.8412], [3.0346, 0.6323, -1.5700]],
  "forces_ev_per_angstrom": [[-1.56, -0.22, 0.94], [0.69, 1.13, 1.76], [0.15, -0.25, -0.34], [0.77, 0.03, -0.74], [-0.41, -0.60, -0.98], [0.20, 0.04, -0.47], [0.97, 0.36, -0.21], [0.19, 0.01, -0.54], [0.29, -0.05, 0.86], [-0.66, -0.60, -0.18], [-0.41, 0.14, 0.12], [-0.17, -0.11, 0.22], [-0.05, 0.12, -0.46]],
  "nbo_charge": [-0.40, -0.39, 0.18, 0.20, 0.20, 0.19, -0.83, 0.27, -0.71, 0.40, 0.39, 0.14, 0.33],
  "spin_multiplicity": 1,
  "homo_lumo_gap_ha": 0.387,
  "smiles": "[H]/N=C/N.C=C",
  "e_homo_ev": -9.44,
  "e_lumo_ev": 1.10
}

***

# 7
{
  "formula": "C3H8N2",
  "method": "ωB97M-V/def2-TZVPD",
  "species": ["C", "C", "N", "N", "C", "H", "H", "H", "H", "H", "H", "H", "H"],
  "positions_angstrom": [[-2.0085, 0.6193, -0.0783], [0.2170, -0.6289, 0.3289], [1.1256, -1.6533, 0.1906], [1.7535, 1.1730, -0.1288], [-1.0383, -0.4291, 0.2143], [0.7721, -2.4480, -0.3240], [1.6023, -1.9156, 1.0429], [1.2520, 1.5720, -0.9190], [2.2512, 0.3570, -0.4775], [0.8662, 0.6879, 0.6887], [-3.0075, 0.3436, 0.2627], [-1.7100, 1.5762, 0.3641], [-2.0757, 0.7460, -1.1646]],
  "forces_ev_per_angstrom": [[-0.54, -0.18, -0.45], [-3.82, -2.66, -0.35], [0.58, 0.47, 0.20], [-1.67, -0.54, 2.50], [2.78, 0.74, 0.62], [0.02, 0.19, 0.15], [0.01, 0.02, -0.16], [-0.19, -0.15, 0.17], [-0.18, 0.09, 0.08], [2.99, 1.77, -2.93], [0.03, 0.21, 0.12], [-0.02, -0.12, -0.02], [0.01, 0.15, 0.08]],
  "nbo_charge": [-0.69, 0.02, -0.84, -1.03, 0.00, 0.39, 0.39, 0.35, 0.36, 0.37, 0.22, 0.24, 0.23],
  "spin_multiplicity": 1,
  "homo_lumo_gap_ha": [0.309, 0.309],
  "e_homo_ev": [-8.12, -8.12],
  "e_lumo_ev": [0.29, 0.29]
}

***

# 8
{
  "formula": "C3H8N2",
  "method": "ωB97M-V/def2-TZVPD",
  "species": ["C", "N", "H", "H", "H", "C", "C", "N", "H", "H", "H", "H", "H"],
  "positions_angstrom": [[-2.6288, 0.8481, -0.7149], [-3.2214, 0.1386, 0.2294], [-3.2809, 1.1833, -1.5209], [-1.6429, 1.3338, -0.5302], [-2.5449, -0.3175, 0.9019], [0.7527, 0.0957, 0.4355], [2.7913, -1.0408, 0.0728], [1.6995, -1.0377, 0.7263], [1.0281, 0.7826, 1.2690], [-0.2565, -0.3173, 0.3183], [0.8944, 0.7115, -0.5139], [3.6778, -1.6764, 0.3462], [2.7316, -0.7037, -1.0194]],
  "forces_ev_per_angstrom": [[-1.44, -0.69, 3.66], [2.09, -0.04, -2.39], [0.29, 0.16, 0.01], [-0.34, -0.80, -0.76], [-0.65, 1.41, -0.53], [0.99, -0.38, -0.94], [-0.92, -1.28, -1.90], [0.94, 1.63, 0.23], [-1.26, -0.44, -0.41], [0.12, 0.40, 0.93], [0.49, -0.97, 0.73], [-1.09, 0.49, -0.06], [0.79, 0.51, 1.42]],
  "nbo_charge": [-0.07, -0.59, 0.17, 0.16, 0.34, -0.46, -0.07, -0.39, 0.23, 0.20, 0.17, 0.18, 0.14],
  "spin_multiplicity": 1,
  "homo_lumo_gap_ha": 0.389,
  "smiles": "C=NC.C=N",
  "e_homo_ev": -9.66,
  "e_lumo_ev": 0.92
}

***

# 9
{
  "formula": "C3H8N2",
  "method": "ωB97M-V/def2-TZVPD",
  "species": ["C", "C", "C", "H", "H", "H", "H", "H", "H", "H", "H", "N", "N"],
  "positions_angstrom": [[0.1602, 0.7246, 0.5781], [0.3513, -0.7515, 0.9451], [-0.7229, -0.4295, -0.0045], [0.7777, 1.7834, -1.1896], [1.7047, 1.9932, 0.2773], [-0.4784, 1.3419, 1.3264], [0.0934, -1.1679, 1.9198], [1.4068, -1.0608, 0.5991], [-1.6843, -0.2994, 0.5190], [-0.7048, -1.9619, -1.3732], [-1.3910, -0.5144, -1.9703], [1.1421, 1.2535, -0.2611], [-0.6548, -0.9112, -1.3663]],
  "forces_ev_per_angstrom": [[-2.87, -1.04, 0.86], [2.40, -0.19, 0.56], [-0.01, 0.84, 0.10], [0.77, -1.70, 3.04], [-0.97, -1.51, -1.23], [1.39, -0.67, -1.38], [0.05, 0.33, -0.14], [-2.11, 0.17, 0.17], [0.09, -0.68, -0.62], [-0.06, 1.64, -0.11], [0.54, -0.48, 0.58], [1.28, 3.96, -1.91], [-0.49, -0.67, 0.09]],
  "nbo_charge": [-0.06, -0.44, -0.07, 0.37, 0.36, 0.17, 0.21, 0.24, 0.18, 0.37, 0.36, -0.84, -0.84],
  "spin_multiplicity": 1,
  "homo_lumo_gap_ha": 0.354,
  "smiles": "N[C@@H]1C[C@@H]1N",
  "e_homo_ev": -8.54,
  "e_lumo_ev": 1.11
}

***

# 10
{
  "formula": "C3H8N2",
  "method": "ωB97M-V/def2-TZVPD",
  "species": ["C", "C", "C", "N", "N", "H", "H", "H", "H", "H", "H", "H", "H"],
  "positions_angstrom": [[-0.1918, 0.3805, -0.2180], [-0.5780, -0.4220, 0.9689], [-0.9836, 0.3096, -1.3243], [0.7690, -1.3416, 0.7462], [0.7295, 1.4116, -0.0601], [1.4414, 1.2164, 0.6348], [0.6653, -1.9488, -0.0625], [1.6615, -0.9679, 1.0573], [1.1376, 1.7180, -0.9372], [-0.5534, 0.1217, 1.9141], [-1.4431, -1.0679, 0.8237], [-0.8757, 1.0119, -2.1424], [-1.7789, -0.4215, -1.4005]],
  "forces_ev_per_angstrom": [[-3.83, 1.83, -1.28], [4.50, -1.61, -1.63], [0.73, 0.03, 0.51], [-2.30, -0.23, 2.24], [0.46, -0.22, 0.28], [-0.05, 0.14, -0.26], [0.55, 0.65, 0.37], [-0.55, -0.37, -0.57], [-0.06, -0.06, 0.29], [0.09, -0.33, -0.07], [0.20, 0.26, 0.11], [0.25, -0.22, -0.14], [0.03, 0.13, 0.13]],
  "nbo_charge": [0.21, -0.24, -0.57, -0.91, -0.81, 0.36, 0.39, 0.37, 0.38, 0.21, 0.22, 0.19, 0.20],
  "spin_multiplicity": 1,
  "homo_lumo_gap_ha": 0.321,
  "smiles": "C=C(N)CN",
  "e_homo_ev": -7.71,
  "e_lumo_ev": 1.04
}